# 1
{"formula": "C15H27B2F4N3O4", "method": "the ωB97M-V functional and the def2-TZVPD basis", "spin_multiplicity": 1, "e_homo_ev": -8.828, "orbital_gap_ev": 7.893, "lumo_energy_ha": -0.0343, "relative_energy_kcal_mol": 143.5, "e_tot_ev": -40875.756, "total_charge": 0, "elements": ["C", "O", "B", "O", "C", "N", "C", "C", "C", "C", "N", "C", "C", "C", "C", "C", "C", "C", "O", "C", "N", "C", "O", "H", "H", "H", "H", "H", "H", "H", "H", "H", "H", "H", "H", "H", "H", "H", "H", "H", "H", "H", "H", "H", "H", "H", "H", "H", "H", "H", "B", "F", "F", "F", "F"], "positions_angstrom": [[1.7763, 3.4912, 1.1845], [2.9497, 3.0497, 0.4484], [2.7875, 1.7436, -0.1131], [3.1034, 1.5794, -1.5105], [2.3223, 0.4069, 0.7217], [0.9342, -0.0575, 0.4109], [0.8811, -1.4875, -0.0115], [-0.6297, -1.9690, -0.3726], [-1.2177, -2.9228, 0.8022], [-1.3456, -2.1816, 2.2218], [-2.7428, -1.7391, 2.5466], [-2.9563, -0.3178, 2.1600], [-3.9319, -0.1801, 0.8702], [-4.8109, -1.3834, 0.4618], [-5.7080, -1.2237, -0.8035], [-5.7110, 0.1147, -1.6111], [-4.8221, 1.2982, -1.1409], [-3.8810, 1.1841, 0.1045], [-3.0496, 2.2794, 0.4788], [1.9120, -1.6635, -1.2321], [3.3214, -1.5428, -0.7242], [3.4796, -0.6854, 0.5008], [3.6810, -1.5354, 1.6492], [1.7858, 4.6405, 1.1590], [0.8497, 3.0744, 0.6632], [1.7675, 3.1815, 2.2842], [2.3603, 1.1807, -2.0094], [2.3521, 0.7118, 1.8417], [0.4372, 0.5619, -0.2435], [1.1729, -2.1182, 0.9152], [-1.3233, -1.0740, -0.5181], [-0.6285, -2.5370, -1.3804], [-0.4308, -3.7576, 0.9458], [-2.1765, -3.4336, 0.4563], [-1.0756, -2.9559, 3.0400], [-0.5655, -1.3479, 2.3130], [-2.9527, -1.9006, 3.5449], [-3.3622, 0.3204, 3.0257], [-1.9708, 0.1974, 1.8335], [-4.7965, -2.3689, 1.0314], [-6.3457, -2.1241, -1.0884], [-6.3578, 0.2274, -2.5443], [-4.8460, 2.2880, -1.7207], [-2.7850, 2.2142, 1.4210], [1.6528, -0.8589, -2.0196], [1.6981, -2.6673, -1.7551], [3.9647, -1.2015, -1.4599], [3.6556, -2.5004, -0.4704], [4.4614, -0.0890, 0.3580], [3.0307, -1.2648, 2.3374], [4.8181, 3.4706, -3.8010], [3.7916, 2.6687, -4.4110], [5.6586, 4.0256, -4.8191], [4.2120, 4.5297, -3.0485], [5.6059, 2.6491, -2.9231]], "forces_ev_per_a": [[-0.3, 0.6, 0.3], [-1.0, -2.5, -0.3], [0.7, 1.8, -1.7], [-1.2, -0.2, 2.3], [0.1, 0.4, 0.8], [0.4, -0.8, -0.2], [-0.6, 0.1, 0.1], [0.0, -0.2, -0.1], [1.2, 0.1, -0.3], [0.0, -1.5, 0.7], [1.2, 1.1, 0.0], [-0.7, 1.0, -1.2], [-0.6, 0.2, -1.0], [-0.3, 3.8, -2.9], [2.2, 2.5, 1.3], [2.3, -0.6, 3.4], [0.3, -2.2, 1.5], [-2.9, -3.3, -1.3], [-1.2, -1.9, -0.2], [-2.8, -0.6, -0.7], [0.1, -0.9, -0.4], [1.0, 2.3, 2.0], [-1.0, 0.7, -0.9], [-0.1, -1.9, -0.1], [0.9, 0.9, 0.9], [0.2, 0.2, -1.4], [0.8, 0.4, 0.2], [0.2, -0.8, -1.5], [0.4, -0.6, 0.3], [0.0, 0.9, -1.6], [1.0, -1.0, 0.2], [0.0, 0.8, 1.6], [-1.2, 1.1, -0.3], [1.2, 0.9, 0.7], [-0.4, 1.1, -1.4], [-1.1, -0.9, -0.2], [0.3, 0.3, -0.9], [0.4, -1.0, -1.1], [-1.2, -0.9, 0.6], [0.1, 1.7, -0.8], [0.9, 1.6, 0.2], [1.1, -0.1, 1.6], [0.1, -1.7, 1.0], [-0.4, -0.2, -0.8], [0.8, -1.2, 1.4], [1.0, 1.4, 0.9], [-0.4, 0.1, 0.3], [-0.2, 0.9, 0.0], [-1.5, -1.1, 0.0], [0.6, -0.3, -0.7], [0.2, 0.4, -0.1], [0.5, 0.3, 0.4], [-0.6, -0.5, 0.7], [0.3, -0.8, -0.5], [-0.5, 0.3, -0.5]]}

=====

# 2
{"formula": "C4H8O2", "method": "the ωB97M-V functional and the def2-TZVPD basis", "spin_multiplicity": 1, "e_homo_ev": -9.318, "orbital_gap_ev": 10.149, "lumo_energy_ha": 0.0306, "relative_energy_kcal_mol": 65.8, "e_tot_ev": -8370.426, "total_charge": 0, "elements": ["C", "C", "O", "C", "C", "O", "H", "H", "H", "H", "H", "H", "H", "H"], "positions_angstrom": [[-1.0684, 0.2973, 1.8511], [-0.8070, -0.0060, 0.3480], [-1.8294, -0.1510, -0.2903], [1.1653, 1.0182, -0.9361], [0.5709, -0.3255, -1.0016], [-0.2421, -0.5831, -2.0503], [-0.3350, -0.2236, 2.4596], [-1.0750, 1.3514, 2.1717], [-2.0738, -0.0939, 2.0827], [0.4095, 1.7900, -1.1044], [1.6660, 1.1332, 0.0315], [1.3979, -1.0772, -0.9560], [1.8858, 0.9779, -1.7640], [-1.1473, -0.4240, -1.5729]], "forces_ev_per_a": [[0.5, -0.2, -0.1], [-0.3, -1.5, -0.6], [0.0, 0.4, 0.1], [0.8, 0.5, -0.7], [-0.9, 0.0, 1.7], [-0.7, 0.1, 0.7], [0.1, 0.0, 0.1], [0.3, -0.2, -0.6], [0.5, 0.1, -0.3], [0.3, 0.1, 0.0], [0.1, 0.3, -0.3], [-1.0, 0.0, 0.9], [0.2, 0.9, 0.2], [0.3, -0.3, -1.1]]}

=====

# 3
{"formula": "C4H8NO2", "method": "the ωB97M-V functional and the def2-TZVPD basis", "spin_multiplicity": 2, "e_homo_ev": [0.915, 0.959], "orbital_gap_ev": [5.902, 5.747], "lumo_energy_ha": [0.2505, 0.2465], "relative_energy_kcal_mol": 90.8, "e_tot_ev": -9856.612, "total_charge": -2, "elements": ["C", "O", "C", "C", "C", "O", "N", "H", "H", "H", "H", "H", "H", "H", "H"], "positions_angstrom": [[1.8141, 1.4048, 0.9377], [2.3621, 1.0124, 2.0936], [-0.4870, -1.4342, 0.3778], [-0.1635, -0.5973, -0.6732], [-1.2527, 0.1674, -1.4434], [-0.8327, 0.5618, -2.6816], [-1.6718, -1.2990, 0.9942], [0.7170, 1.1590, 0.7568], [2.2151, 0.9334, -0.0229], [0.2269, -2.1934, 0.7212], [-2.1763, -0.4367, -1.5225], [0.7263, -0.7802, -1.2567], [-1.4583, 1.0198, -0.7394], [1.7596, 2.4949, 0.7412], [-1.7787, -2.0128, 1.7173]], "forces_ev_per_a": [[-0.9, -0.7, -0.9], [0.2, 0.0, 0.3], [-1.2, 0.0, 1.4], [-1.4, -0.7, -1.4], [1.5, 0.9, -0.5], [-0.2, 0.0, 0.0], [0.8, -0.4, -0.4], [0.2, -0.1, 0.5], [0.3, 0.4, 0.4], [0.0, 0.2, 0.0], [0.0, -0.2, 0.6], [0.4, 0.3, 0.2], [-0.4, -0.1, -0.1], [0.5, 0.6, -0.1], [0.3, 0.0, 0.0]]}

=====

# 4
{"formula": "C36H37F3HgP2", "method": "the ωB97M-V functional and the def2-TZVPD basis", "spin_multiplicity": 1, "e_homo_ev": [-5.427, -5.428], "orbital_gap_ev": [5.243, 5.244], "lumo_energy_ha": [-0.0068, -0.0068], "relative_energy_kcal_mol": 0.0, "e_tot_ev": -68831.603, "total_charge": 0, "elements": ["Hg", "C", "C", "C", "C", "C", "C", "C", "C", "C", "H", "H", "H", "H", "H", "H", "H", "H", "H", "H", "H", "H", "H", "H", "H", "P", "P", "C", "C", "C", "C", "C", "C", "C", "C", "C", "C", "C", "C", "C", "C", "C", "C", "C", "C", "C", "C", "C", "C", "C", "C", "C", "C", "H", "H", "H", "H", "H", "H", "H", "H", "H", "H", "H", "H", "H", "H", "H", "H", "H", "H", "H", "H", "H", "H", "F", "C", "F", "F"], "positions_angstrom": [[-1.2666, 0.9582, 1.7931], [3.4856, -0.6956, -1.3107], [2.8652, 0.1495, -2.1460], [2.4456, -0.1802, -3.5583], [1.9135, -1.6129, -3.8330], [1.1263, -2.3018, -2.7569], [1.6772, -3.0687, -1.8064], [3.1307, -3.2448, -1.5493], [4.0303, -2.0053, -1.7919], [-3.3553, 0.9187, 2.4470], [3.7142, -0.3976, -0.2805], [2.7153, 1.1910, -1.8538], [3.3028, -0.0453, -4.2433], [1.6885, 0.5530, -3.8876], [1.2800, -1.5599, -4.7360], [2.7677, -2.2537, -4.1027], [0.0438, -2.3161, -2.9150], [1.0776, -3.8035, -1.2805], [3.5181, -4.0581, -2.1900], [3.2549, -3.5964, -0.5118], [5.0094, -2.2125, -1.3335], [4.2119, -1.9308, -2.8737], [-3.4094, 0.4609, 3.4431], [-4.0420, 0.4078, 1.7490], [-3.6051, 1.9879, 2.5076], [0.4107, 1.8079, 0.1430], [-1.8834, -0.9593, 0.3323], [0.1053, 0.5423, -1.0696], [-0.7593, -0.5164, -0.9805], [0.0551, 3.4321, -0.5187], [0.4823, 3.7762, -1.8175], [0.2838, 5.0770, -2.2800], [-0.3680, 6.0179, -1.4724], [-0.8113, 5.6710, -0.1922], [-0.6052, 4.3809, 0.2955], [1.9421, 1.7670, 1.1225], [2.2324, 0.6580, 1.9426], [3.2845, 0.7257, 2.8517], [4.0849, 1.8694, 2.9055], [3.8172, 2.9632, 2.0807], [2.7533, 2.9188, 1.1841], [-3.5492, -1.1689, -0.3216], [-4.2150, -0.0542, -0.8787], [-5.5048, -0.2028, -1.3836], [-6.1265, -1.4581, -1.3718], [-5.4613, -2.5675, -0.8315], [-4.1768, -2.4343, -0.3020], [-1.3791, -2.3800, 1.3168], [-1.7909, -2.5052, 2.6616], [-1.3683, -3.6078, 3.3980], [-0.5072, -4.5519, 2.8287], [-0.1034, -4.4261, 1.4927], [-0.5515, -3.3479, 0.7335], [0.6094, 0.7065, -2.0369], [-0.8877, -1.1385, -1.8648], [0.9853, 3.0321, -2.4410], [0.6526, 5.3615, -3.2693], [-0.5334, 7.0319, -1.8462], [-1.3055, 6.4110, 0.4449], [-0.9259, 4.1043, 1.2976], [1.6024, -0.2388, 1.8805], [3.4731, -0.1274, 3.5055], [4.9221, 1.9030, 3.6071], [4.4377, 3.8587, 2.1421], [2.5371, 3.7738, 0.5321], [-3.7190, 0.9206, -0.8726], [-6.0248, 0.6726, -1.7815], [-7.1261, -1.5695, -1.7941], [-5.9554, -3.5408, -0.8209], [-3.6753, -3.2921, 0.1494], [-2.4296, -1.7411, 3.1079], [-1.7214, -3.7310, 4.4237], [-0.1402, -5.3861, 3.4277], [0.5539, -5.1710, 1.0389], [-0.2667, -3.2256, -0.3082], [-1.9385, 2.3915, 4.4737], [-0.8210, 1.9865, 3.8097], [-0.0171, 3.0942, 3.6856], [-0.1564, 1.1429, 4.6610]], "forces_ev_per_a": [[-0.7, 1.3, 1.2], [0.1, 0.7, -0.3], [0.7, -0.2, 0.3], [0.1, 0.1, -0.4], [0.2, 0.2, -0.4], [0.1, -0.9, 0.1], [-0.4, -0.2, -1.0], [0.8, 0.0, 0.2], [0.0, -0.7, -0.3], [-1.1, 0.5, -0.4], [-0.1, 0.0, -0.4], [-0.2, -0.3, 0.2], [-0.2, 0.2, 0.2], [0.2, -0.2, 0.1], [0.3, 0.0, 0.3], [-0.4, 0.2, 0.0], [0.4, -0.2, 0.2], [-0.1, 0.4, 0.1], [-0.1, 0.1, 0.2], [0.0, 0.1, -0.3], [-0.3, 0.2, 0.0], [0.1, 0.0, 0.4], [0.0, 0.2, -0.2], [0.1, 0.3, 0.5], [-0.5, -0.4, 0.3], [-1.6, -0.6, 2.2], [0.6, 0.5, 1.1], [-0.4, -0.9, -1.2], [0.6, 0.2, -1.0], [0.5, 0.6, -0.7], [-0.2, 0.4, 0.5], [-0.1, 0.0, 0.0], [0.1, -0.1, 0.0], [0.1, -0.1, 0.0], [0.4, -0.3, -0.6], [0.8, 0.3, -0.3], [-0.3, 0.3, -0.2], [0.0, 0.0, -0.4], [0.0, 0.0, 0.1], [0.1, -0.1, 0.1], [-0.3, -0.4, -0.1], [-0.2, -0.5, -0.7], [0.2, -0.5, 0.3], [0.1, -0.1, 0.0], [0.4, 0.0, 0.1], [-0.1, 0.2, 0.0], [-0.1, 0.6, 0.0], [0.1, -0.6, -0.3], [0.1, 0.0, -0.5], [0.0, 0.0, -0.1], [0.0, 0.1, -0.3], [0.0, 0.0, 0.3], [-0.2, 0.0, 0.4], [-0.6, -0.4, 0.4], [0.1, 0.6, -0.1], [-0.1, 0.3, 0.2], [-0.2, -0.1, 0.3], [0.1, -0.4, 0.1], [0.2, -0.3, -0.3], [0.1, 0.0, -0.1], [0.2, 0.4, 0.1], [0.0, 0.3, -0.2], [-0.3, 0.1, -0.2], [-0.2, -0.3, 0.0], [0.1, -0.3, 0.3], [-0.2, -0.3, 0.0], [0.1, -0.4, 0.1], [0.3, 0.0, 0.2], [0.2, 0.3, 0.0], [-0.1, 0.2, -0.2], [0.2, -0.2, -0.1], [0.2, 0.1, -0.3], [-0.2, 0.2, -0.2], [-0.2, 0.2, 0.2], [-0.2, -0.1, 0.4], [0.5, 0.2, 0.1], [0.6, -1.1, -1.0], [-0.1, 0.2, 0.4], [0.1, 0.3, 0.7]]}

=====

# 5
{"formula": "C3H4N2", "method": "the ωB97M-V functional and the def2-TZVPD basis", "smiles": "c1c[nH]cn1", "spin_multiplicity": 1, "e_homo_ev": -8.815, "orbital_gap_ev": 9.769, "lumo_energy_ha": 0.0351, "relative_energy_kcal_mol": 12.8, "e_tot_ev": -6155.345, "total_charge": 0, "elements": ["C", "C", "N", "C", "N", "H", "H", "H", "H"], "positions_angstrom": [[1.0448, -0.5694, 0.1696], [0.6733, 0.7332, -0.0212], [-0.7018, 0.7286, -0.0555], [-1.0836, -0.5837, 0.1139], [-0.0486, -1.3654, 0.2832], [2.0131, -1.0375, 0.1115], [1.2634, 1.6284, -0.1363], [-1.2695, 1.5664, -0.0893], [-1.8759, -1.1110, -0.3844]], "forces_ev_per_a": [[0.4, 0.1, 0.1], [0.2, -0.1, 0.2], [0.1, -0.2, -0.1], [0.4, -0.4, -0.7], [0.2, 0.0, -0.4], [0.2, 0.3, 0.3], [-0.1, 0.0, 0.1], [0.0, -0.5, -0.1], [-1.3, 0.7, 0.7]]}

=====

# 6
{"formula": "C5H7NO", "method": "the ωB97M-V functional and the def2-TZVPD basis", "smiles": "CC(=O)[C@@H](C)C#N", "spin_multiplicity": 1, "e_homo_ev": -10.215, "orbital_gap_ev": 10.802, "lumo_energy_ha": 0.0216, "relative_energy_kcal_mol": 18.0, "e_tot_ev": -8835.422, "total_charge": 0, "elements": ["C", "C", "O", "C", "C", "C", "N", "H", "H", "H", "H", "H", "H", "H"], "positions_angstrom": [[-1.4930, 1.3524, -0.3240], [-0.4156, 0.6452, 0.4766], [-0.3119, 0.7778, 1.6695], [0.4881, -0.3910, -0.2974], [1.8303, -0.7797, 0.3359], [-0.5134, -1.4560, -0.2895], [-1.4746, -2.0863, -0.1777], [-1.2761, 2.4205, -0.2687], [-2.4762, 1.1989, 0.1293], [-1.5292, 1.0529, -1.3729], [0.6488, -0.1038, -1.3438], [1.7583, -0.8328, 1.4222], [2.1662, -1.7533, -0.0368], [2.5983, -0.0448, 0.0772]], "forces_ev_per_a": [[0.1, 0.1, 0.0], [0.3, 0.2, 0.3], [0.2, 0.0, -0.6], [-0.1, 0.1, 0.1], [0.0, 0.1, 0.1], [-0.9, -0.7, 0.0], [0.7, 0.1, -0.2], [0.0, 0.0, 0.0], [0.2, -0.1, 0.0], [0.1, 0.0, 0.1], [-0.2, 0.2, 0.2], [-0.1, 0.0, -0.1], [-0.1, 0.2, 0.0], [-0.2, 0.0, 0.1]]}